A single C5H8N2 molecule in a non-equilibrium geometry. Source: the OMol25 dataset; level of theory: ωB97M-V/def2-TZVPD.

```
15
Properties=species:S:1:pos:R:3
C 1.74598 0.41989 0.21750
H -0.17044 1.94728 -0.82232
C 2.07779 -0.84763 -0.45299
H -2.13774 -0.57522 1.26215
H -0.27109 -0.45790 -1.20079
C -0.64448 -0.12262 -0.23132
C -1.67100 -1.03619 0.38665
N 0.35560 0.43258 0.66968
H -2.45173 -1.28784 -0.33818
H -1.27700 1.84994 0.63871
H 2.40683 0.54103 1.08196
H -1.18875 -1.96613 0.70699
H 1.97553 1.23437 -0.48478
C -0.56487 1.33929 -0.00624
N 2.27023 -1.84289 -1.00920
```

Calculated values
Structure (SMILES): C[C@H]1CN1CC#N
E_HOMO (eV): -9.75


2 unconnected molecules or ions with the total composition C5H8N2. Source: the OMol25 dataset; level of theory: ωB97M-V/def2-TZVPD.

```
15
Properties=species:S:1:pos:R:3
H 0.31711 -0.14318 -2.13621
H 2.16488 1.08128 -0.37910
C -1.40000 0.22510 -1.47920
H 0.40003 -2.06859 0.36224
H 1.06618 -1.75473 2.04946
H 2.14325 1.53167 1.33203
C 1.51148 1.26967 0.47649
N -0.40767 0.57628 -2.12049
N -0.38302 -0.22374 1.35798
H -2.48726 0.11544 0.27177
C 0.72905 0.07655 0.86236
H -3.27836 -0.62679 -1.26287
C 0.61955 -1.34049 1.14586
H 0.84695 2.10791 0.25260
C -2.46792 -0.08769 -0.79300
```

Calculated values
Structure (SMILES): CC1=NC1.C=C=N
E_HOMO (eV): -9.06